Entry 1:
Molecular formula: C5H11NO
Method: DFT, ωB97M-V/def2-TZVPD

```
18
C5H11NO (ωB97M-V/def2-TZVPD)
C 1.74951 0.94809 0.12991
C 0.95810 0.70012 -0.99438
C -0.75362 -0.51921 -0.35827
C -0.27900 -1.92098 -0.64363
N -1.03299 -0.21581 0.90794
C -1.89086 0.87576 1.08124
O -2.71440 1.27218 0.28533
H 1.88214 1.97004 0.49379
H 1.04620 0.46694 1.50601
H 2.58319 0.28977 0.36216
H 0.42978 1.53697 -1.45776
H 1.27568 -0.05893 -1.71112
H -1.29859 0.02238 -1.12887
H -0.04663 -2.04400 -1.70301
H 0.62230 -2.10629 -0.05516
H -1.00519 -2.70062 -0.36084
H 0.22467 0.14353 1.57652
H -1.75030 1.34006 2.07012
```

## Properties
- Electronic energy: -8896.90918 eV
- Highest occupied orbital energy: -9.098 eV
- LUMO: 0.28 eV
- Relative energy (zero: lowest compared OMol25 entry of this formula, charge and spin): 4.788 eV

Atomic charges from the Mulliken analysis, expressed in e, are listed below:
1. C -0.753
2. C -0.578
3. C -0.040
4. C -1.175
5. N -0.433
6. C 0.155
7. O -0.509
8. H 0.325
9. H -0.152
10. H 0.323
11. H 0.313
12. H 0.348
13. H 0.462
14. H 0.341
15. H 0.267
16. H 0.353
17. H 0.396
18. H 0.359

---

Entry 2:
Molecular formula: C5H14N2
Method: DFT, ωB97M-V/def2-TZVPD

```
21
C5H14N2 (ωB97M-V/def2-TZVPD)
C -1.70614 0.81246 -0.75137
N -0.28222 0.18727 -0.70860
C -0.43814 -0.73324 0.43093
C -3.12691 -0.72602 0.89791
C 1.16572 0.34234 -1.05400
C 2.07079 0.75961 -0.01922
N 2.87324 -0.45342 0.82459
H -1.63472 1.79166 -0.13391
H -2.62849 -0.02522 -0.19244
H -1.84235 0.99897 -1.75383
H -1.26758 -0.23377 1.02439
H 0.38445 -0.92534 1.09011
H -0.91169 -1.69736 -0.02239
H -4.17251 -0.50081 0.59646
H -3.05078 -0.35176 1.92279
H -3.21437 -1.89280 0.92000
H 1.28675 0.67631 -2.11764
H 2.88323 1.19535 -0.65457
H 1.81233 1.50077 0.82302
H 3.87426 -0.31074 0.49065
H 2.55248 -1.09314 0.16998
```

## Properties
- Net charge: -1
- 2S+1: 2
- Electronic energy: -8384.60700 eV
- Highest occupied orbital energy (spin up / spin down): -1.778 / -1.733 eV
- LUMO (spin up / spin down): 4.08 / 3.65 eV
- Relative energy (zero: lowest compared OMol25 entry of this formula, charge and spin): 6.378 eV

Atomic charges from the Mulliken analysis, expressed in e, are listed below:
1. C -0.975
2. N 0.195
3. C -0.802
4. C -1.270
5. C -0.635
6. C -0.380
7. N -0.786
8. H 0.181
9. H 0.143
10. H 0.385
11. H 0.145
12. H 0.414
13. H 0.216
14. H 0.396
15. H 0.245
16. H 0.119
17. H 0.270
18. H 0.304
19. H 0.249
20. H 0.285
21. H 0.301

---

Entry 3:
Molecular formula: CH3Cl2P
Method: DFT, ωB97M-V/def2-TZVPD

```
7
CH3Cl2P (ωB97M-V/def2-TZVPD)
C -0.26728 0.44096 0.22255
P 0.26981 -1.34699 0.13759
Cl -1.23878 0.41910 1.65491
Cl 1.76466 -1.07689 -2.05732
H -0.90431 0.69695 -0.66305
H 0.41268 1.25252 0.41961
H -1.14244 -1.43917 -0.51374
```

## Properties
- Electronic energy: -35417.78318 eV
- Highest occupied orbital energy: -10.405 eV
- LUMO: -1.68 eV
- Relative energy (zero: lowest compared OMol25 entry of this formula, charge and spin): 2.753 eV

Atomic charges from the Mulliken analysis, expressed in e, are listed below:
1. C -0.485
2. P 0.230
3. Cl -0.132
4. Cl -0.403
5. H 0.316
6. H 0.350
7. H 0.125

---

Entry 4:
Molecular formula: C2H3F3I2Si
Method: DFT, ωB97M-V/def2-TZVPD

```
11
C2H3F3I2Si (ωB97M-V/def2-TZVPD)
C -1.58227 -0.02287 -1.08168
C 1.61750 -0.34420 0.23939
F 1.57431 -1.65957 0.07454
F 2.60863 -0.05621 1.17043
F 1.99791 0.23302 -0.85000
Si -0.07238 0.41235 0.84104
I 0.24616 2.75563 1.24845
I -1.06377 -1.16800 2.49438
H -2.49198 -0.65855 -0.91414
H -2.04032 0.92046 -1.46870
H -0.79379 -0.41206 -1.75371
```

## Properties
- Electronic energy: -34354.72593 eV
- Highest occupied orbital energy: -9.364 eV
- LUMO: -0.62 eV
- Relative energy (zero: lowest compared OMol25 entry of this formula, charge and spin): 1.388 eV

Atomic charges from the Mulliken analysis, expressed in e, are listed below:
1. C -0.996
2. C 0.514
3. F -0.214
4. F -0.253
5. F -0.196
6. Si 0.381
7. I -0.030
8. I -0.081
9. H 0.298
10. H 0.297
11. H 0.279

---

Entry 5:
Molecular formula: C3H8BNO
Method: DFT, ωB97M-V/def2-TZVPD

```
14
C3H8BNO (ωB97M-V/def2-TZVPD)
B -1.40135 -0.66000 -0.18779
C 0.05855 -0.35802 -0.57036
C 1.07749 -0.30128 0.33918
C 2.52316 0.02017 0.03584
N -2.63126 1.13509 0.13838
O -2.23763 -1.61225 -0.01973
H 0.19988 -0.20140 -1.55916
H 1.02355 -0.38936 1.43062
H 3.17543 -0.21485 0.82600
H 2.50301 1.15640 -0.19153
H 2.93135 -0.42725 -0.92164
H -2.06751 1.41892 0.94944
H -2.15559 1.64575 -0.53620
H -2.99909 -1.21194 0.26694
```

## Properties
- Electronic energy: -7452.99608 eV
- Highest occupied orbital energy: -8.374 eV
- LUMO: 0.60 eV
- Relative energy (zero: lowest compared OMol25 entry of this formula, charge and spin): 3.115 eV

Atomic charges from the Mulliken analysis, expressed in e, are listed below:
1. B 0.368
2. C -0.428
3. C 0.068
4. C -1.069
5. N -0.815
6. O -0.454
7. H 0.395
8. H 0.270
9. H 0.347
10. H 0.244
11. H 0.281
12. H 0.210
13. H 0.214
14. H 0.369

---

Entry 6:
Molecular formula: C30H44N2O3P2Ti
Method: DFT, ωB97M-V/def2-TZVPD

```
82
C30H44N2O3P2Ti (ωB97M-V/def2-TZVPD)
Ti -0.28658 -0.79277 -1.38436
P 2.24410 -0.78002 -1.78763
P -3.13640 -0.41607 -1.15386
N -0.92828 -0.04522 -2.85783
H 0.98832 0.36653 -1.48941
C 2.87489 -2.28778 -2.68962
H 3.97782 -2.35881 -2.68712
H 2.55442 -2.25539 -3.74710
H 2.47720 -3.20608 -2.22742
C 3.23975 -0.73800 -0.24414
H 4.31622 -0.66251 -0.42723
H 3.07048 -1.64038 0.36338
H 2.93548 0.15236 0.33809
C 2.81932 0.65842 -2.80886
H 3.89989 0.75975 -2.93779
H 2.47134 1.57098 -2.30334
H 2.31206 0.58085 -3.77886
C -4.18378 -1.63468 -2.03530
H -5.25496 -1.40876 -1.95530
H -3.99557 -2.62939 -1.61948
H -3.90443 -1.65027 -3.09464
C -3.90827 -0.40379 0.50684
H -4.99792 -0.25967 0.46694
H -3.46861 0.39667 1.11122
H -3.69710 -1.35865 1.00188
C -3.75424 1.16733 -1.85460
H -4.84044 1.29376 -1.72957
H -3.50400 1.21263 -2.92178
H -3.23609 1.99338 -1.35067
C -0.80117 0.84408 -3.84394
C -0.62642 1.30875 -6.23290
C -0.69284 0.39374 -5.18988
C -0.65953 2.23716 -3.57304
C -0.60188 3.15200 -4.62375
C -0.59287 2.69132 -5.95418
H -0.62035 0.94505 -7.25973
H -0.68333 -0.68346 -5.34614
H -0.61936 2.56213 -2.52909
H -0.58286 4.22460 -4.40960
H -0.55917 3.40168 -6.77450
C -1.13334 -3.75037 -0.21595
O -1.21810 -2.68086 -1.02054
C 0.01981 -4.67289 -0.60307
H 0.73572 -4.83469 0.23166
H 0.54519 -4.22482 -1.46124
H -0.32654 -5.64691 -0.93771
C -1.42468 -3.38352 1.22660
H -2.47201 -3.61806 1.45575
H -1.34247 -2.28070 1.32477
H -0.75892 -3.92505 1.93089
C 4.29101 2.03910 3.14674
C 3.44751 0.79632 3.25631
C 4.05218 -0.44610 3.05085
C 3.29148 -1.62358 3.07039
C 1.92006 -1.54226 3.24361
C 1.30001 -0.29470 3.41767
N -0.09182 -0.31660 3.48962
C -1.03526 0.67528 3.22530
C -2.10918 0.84082 4.10207
C -2.96260 1.93423 3.96433
C -2.75033 2.86914 2.92865
C -1.73950 2.65531 1.99848
C -0.94120 1.52325 2.10524
C -0.00165 1.09132 1.03907
O 1.06720 1.67960 0.84442
O -0.41912 0.04369 0.35202
C 2.08122 0.87507 3.55754
C 1.49872 2.17321 4.00247
H 3.85480 2.76067 2.44006
H 4.40232 2.54554 4.11603
H 5.29542 1.78366 2.78915
H 5.12702 -0.48278 2.87375
H 3.77719 -2.58881 2.93018
H 1.29021 -2.43855 3.22016
H -0.48858 -1.15177 3.90977
H -2.22002 0.13806 4.94069
H -3.77597 2.07476 4.67108
H -3.37656 3.76279 2.86485
H -1.52806 3.36905 1.19414
H 1.17347 2.77165 3.14166
H 0.64785 2.03840 4.67725
H 2.25260 2.76061 4.53955
```

## Properties
- Electronic energy: -82638.85431 eV
- Highest occupied orbital energy: -6.226 eV
- LUMO: -1.44 eV

Atomic charges from the Mulliken analysis, expressed in e, are listed below:
1. Ti -0.568
2. P 1.522
3. P 1.316
4. N -0.150
5. H -0.036
6. C -1.304
7. H 0.442
8. H 0.333
9. H 0.218
10. C -1.101
11. H 0.651
12. H 0.244
13. H 0.014
14. C -1.313
15. H 0.438
16. H 0.377
17. H 0.335
18. C -1.398
19. H 0.443
20. H 0.258
21. H 0.326
22. C -1.023
23. H 0.503
24. H 0.038
25. H 0.165
26. C -1.369
27. H 0.479
28. H 0.321
29. H 0.259
30. C -0.396
31. C -0.616
32. C -0.279
33. C 0.259
34. C -0.709
35. C -0.397
36. H 0.361
37. H 0.369
38. H 0.362
39. H 0.361
40. H 0.349
41. C 0.825
42. O -0.642
43. C -1.123
44. H 0.359
45. H 0.094
46. H 0.413
47. C -0.258
48. H 0.381
49. H -0.421
50. H 0.341
51. C -1.905
52. C 1.253
53. C -0.777
54. C -1.038
55. C -0.669
56. C 0.461
57. N 0.302
58. C -0.585
59. C -0.535
60. C -0.697
61. C -0.763
62. C -0.277
63. C 1.158
64. C -0.628
65. O -0.668
66. O 0.668
67. C 0.887
68. C -1.522
69. H 0.293
70. H 0.374
71. H 0.400
72. H 0.356
73. H 0.380
74. H 0.353
75. H 0.348
76. H 0.407
77. H 0.422
78. H 0.386
79. H 0.465
80. H 0.196
81. H 0.333
82. H 0.572